A cluster of 5 separate species, C3H16O4 in total at a distorted geometry, computed with ωB97M-V/def2-TZVPD.

The total energy comes out at -424.45239 Ha. The calculation puts the LUMO energy (spin up / spin down) at -3.090 / -9.879 eV. The calculation puts the HOMO energy (spin up / spin down) at -13.405 / -13.405 eV. As for the orbital gap (spin up / spin down): 10.3 / 3.5 eV. The energy above the lowest of the compared OMol25 structures with the same formula, charge and spin is 0.0 kJ/mol. For the max |F|, the calculation gives 1.45 eV/Å. Its total charge is +1. As for the spin multiplicity: 2.

```
23
Properties=species:S:1:pos:R:3:lowdin_charge:R:1
C 0.74 -0.22 2.37 -0.0330
C 0.10 -0.77 1.14 -0.2382
C -1.27 -0.30 0.82 -0.0157
H 1.23 0.73 2.04 0.1294
H 1.58 -0.79 2.74 0.1094
H -0.02 0.04 3.12 0.0984
H -0.15 -1.89 1.32 0.2373
H 0.77 -0.79 0.29 0.1236
H -1.81 0.07 1.68 0.1039
H -1.17 0.50 0.02 0.1340
H -1.95 -0.98 0.26 0.1258
H 2.68 -0.70 -2.75 0.0375
H 1.60 0.38 -2.78 -0.0196
O 1.91 -0.40 -3.25 -0.0690
H -2.58 2.57 -0.65 0.0776
H -2.07 2.91 0.74 0.0735
O -1.77 2.63 -0.14 -0.0162
H 0.50 1.81 -0.75 -0.0004
H 1.44 2.73 -1.54 0.0761
O 0.83 1.97 -1.64 -0.0437
H 0.36 -3.71 -0.84 0.0730
H -0.94 -2.93 -1.23 0.0575
O -0.02 -2.83 -0.98 -0.0213
```